(1)
{
  "formula": "C4H12",
  "method": "the ωB97M-V functional and the def2-TZVPD basis",
  "smiles": "CC.CC",
  "e_homo_ev": -11.3,
  "elements": ["C", "C", "H", "H", "H", "H", "H", "H", "C", "C", "H", "H", "H", "H", "H", "H"],
  "xyz": [[-4.09604, -3.42624, -3.77681], [-2.84346, -3.06997, -2.99739], [-4.81985, -2.61521, -3.82068], [-4.67480, -4.23238, -3.32202], [-3.93044, -3.78051, -4.79680], [-3.16578, -3.16828, -1.94517], [-2.06161, -3.79866, -3.08124], [-2.58297, -2.01535, -2.89182], [3.20029, 3.92748, 3.22990], [3.74080, 2.55836, 3.53693], [3.84129, 4.55729, 2.61206], [2.78861, 4.50445, 4.04746], [2.33519, 3.85199, 2.54328], [3.10178, 1.70070, 3.52595], [4.50965, 2.25724, 2.81702], [4.23946, 2.54839, 4.50847]],
  "forces_ev_per_a": [[-0.57, -0.17, -0.70], [-1.57, 0.06, 2.29], [0.16, 0.30, -0.11], [0.33, -0.15, 0.28], [0.23, 0.32, -0.05], [0.16, -0.41, 0.00], [0.73, 0.14, -0.45], [0.54, -0.10, -1.26], [-1.71, 0.26, -1.69], [1.76, -0.17, 0.32], [0.54, -0.04, 0.53], [0.33, -0.03, 0.48], [0.11, -0.23, 0.25], [-1.13, -0.07, 0.10], [0.06, 0.30, 0.00], [0.04, -0.03, 0.01]],
  "nbo_charge": [-0.611, -0.628, 0.206, 0.202, 0.201, 0.202, 0.212, 0.217, -0.620, -0.618, 0.210, 0.208, 0.202, 0.209, 0.205, 0.203]
}



(2)
{
  "formula": "C2H6FP",
  "method": "the ωB97M-V functional and the def2-TZVPD basis",
  "e_homo_ev": [-9.7, -10.0],
  "elements": ["C", "C", "F", "P", "H", "H", "H", "H", "H", "H"],
  "xyz": [[-0.53140, 0.66708, 1.07984], [0.85609, -0.86451, -0.70499], [-1.46660, 1.09727, -1.90723], [0.77825, 0.87990, -0.17498], [-0.63558, 1.66638, 1.68903], [-0.10106, -0.02283, 1.91708], [-1.41067, 0.24535, 0.59390], [0.13484, -1.49641, -0.32959], [1.76008, -1.25754, -0.50058], [0.61605, -0.91467, -1.66248]],
  "forces_ev_per_a": [[1.67, 1.44, 2.72], [-0.98, 2.58, 2.50], [1.98, -0.23, 1.50], [-2.67, -0.78, -1.00], [-0.47, -1.79, -1.56], [-0.67, 0.65, -1.59], [-0.12, 0.24, 0.21], [-1.77, -1.05, 1.68], [3.40, -1.24, 0.41], [-0.37, 0.19, -4.87]],
  "nbo_charge": [-1.039, -0.997, -0.730, 1.196, 0.253, 0.252, 0.306, 0.241, 0.238, 0.280]
}



(3)
{
  "formula": "C19H21ClN4O",
  "method": "the ωB97M-V functional and the def2-TZVPD basis",
  "smiles": "C[C@@H](Nc1cc2c(cnn2C2CCCC2)c(=O)[nH]1)c1ccc(Cl)cc1",
  "e_homo_ev": -7.5,
  "elements": ["O", "Cl", "N", "C", "C", "C", "C", "C", "C", "C", "C", "C", "C", "C", "C", "N", "N", "N", "C", "C", "C", "C", "C", "C", "C", "H", "H", "H", "H", "H", "H", "H", "H", "H", "H", "H", "H", "H", "H", "H", "H", "H", "H", "H", "H", "H"],
  "xyz": [[2.28515, 1.53613, 3.71359], [-5.07951, 2.00830, -3.61018], [4.14723, -0.89189, 0.72209], [1.79802, 0.82355, 2.86428], [3.91618, -0.01205, 1.65159], [0.45618, -0.70119, 1.01075], [2.56234, 0.01691, 1.93428], [-0.14111, 0.34217, 1.76823], [1.91973, -0.75355, 1.07965], [-2.88469, 2.36328, -1.82500], [-5.07803, 1.78204, -0.89718], [-2.30634, 2.14589, -0.62204], [-4.41585, 1.57416, 0.29559], [-4.26350, 2.13079, -2.01434], [-3.04870, 1.74361, 0.54707], [0.46229, 1.09751, 2.65363], [-1.54288, 0.36459, 1.58707], [2.91579, -1.31751, 0.29297], [-3.29135, 1.18980, 3.02680], [-2.45848, 1.50034, 1.83179], [2.09106, -2.33044, -3.08834], [3.56137, -2.39752, -3.11157], [1.51726, -1.84673, -1.79489], [3.93326, -1.87122, -1.77891], [2.74589, -2.17418, -0.89125], [4.60682, 0.50293, 2.32752], [-0.15973, -1.08641, 0.26161], [-2.31393, 2.57860, -2.70402], [-6.10689, 1.40726, -1.03413], [-1.23293, 2.17729, -0.43756], [-4.99332, 1.06399, 1.09275], [0.11215, 1.09580, 3.59845], [-2.02895, -0.16035, 0.87627], [-2.59545, 0.59911, 3.65284], [-4.11051, 0.56187, 2.80666], [-3.71300, 2.01798, 3.63307], [-1.87396, 2.45415, 2.06389], [1.69982, -1.65675, -3.92367], [1.65565, -3.27295, -3.22106], [3.95903, -3.38907, -3.18535], [3.89491, -1.69433, -3.91573], [1.24560, -0.78226, -1.89287], [0.63609, -2.44888, -1.55597], [4.13338, -0.75299, -1.89430], [4.76374, -2.35918, -1.27141], [2.62017, -3.17859, -0.62271]],
  "forces_ev_per_a": [[1.11, -0.24, 1.40], [1.01, 0.46, 1.01], [0.30, -0.06, -0.99], [2.87, 2.25, -0.47], [0.63, -0.23, 1.78], [1.39, 2.65, 1.60], [-1.05, 2.39, 2.75], [-3.31, -5.44, -4.38], [-1.49, -2.13, -3.11], [-1.58, -0.39, -1.69], [1.20, -0.47, -2.01], [0.42, -0.62, 3.31], [-0.29, -0.99, 1.95], [-1.47, -0.54, 1.13], [-2.65, 1.47, -4.39], [0.03, -0.31, 1.16], [0.29, 1.41, 1.25], [-1.79, 0.00, 1.02], [0.30, 0.16, 1.77], [3.06, 1.43, 1.30], [-2.68, 1.18, -2.85], [1.18, 1.10, -0.91], [0.63, 0.50, 0.92], [1.15, 1.04, 0.92], [-0.57, 3.60, 0.18], [0.36, -0.40, -0.93], [-0.41, -0.87, -1.02], [0.43, 0.19, -0.24], [0.63, 0.62, 0.06], [-0.02, 0.36, -0.59], [0.15, 0.79, -0.44], [-1.01, 0.87, 0.08], [1.27, -0.75, -0.13], [-0.67, 0.39, 0.12], [-0.88, -0.96, -0.30], [0.49, -0.13, -0.64], [-0.25, -1.27, -0.11], [0.38, -1.09, 0.85], [-0.53, -1.58, -0.82], [0.10, -0.59, -0.76], [0.39, -1.13, 0.52], [0.25, -0.34, 0.64], [0.03, 0.38, 0.25], [-0.37, -1.43, 0.83], [0.56, 0.38, -0.53], [0.40, -1.68, 0.51]],
  "nbo_charge": [-0.600, -0.020, -0.260, 0.661, 0.018, -0.418, -0.314, 0.437, 0.216, -0.258, -0.237, -0.169, -0.195, 0.016, -0.045, -0.617, -0.605, -0.182, -0.610, -0.099, -0.410, -0.413, -0.408, -0.404, -0.036, 0.225, 0.216, 0.234, 0.236, 0.221, 0.208, 0.425, 0.402, 0.223, 0.206, 0.224, 0.221, 0.205, 0.206, 0.209, 0.213, 0.214, 0.209, 0.220, 0.233, 0.197]
}



(4)
{
  "formula": "C4H7ClS",
  "method": "the ωB97M-V functional and the def2-TZVPD basis",
  "smiles": "CS/C=C(/C)Cl",
  "e_homo_ev": -8.1,
  "elements": ["C", "C", "C", "C", "H", "H", "H", "H", "H", "H", "H", "S", "Cl"],
  "xyz": [[-1.59456, -1.17805, -1.87073], [0.07176, 0.07717, -0.12428], [0.91357, 0.89960, 0.48812], [1.39483, 0.72187, 1.92618], [-2.44179, -0.84778, -1.27449], [-1.85599, -1.39076, -2.93481], [-1.35442, -2.15473, -1.41271], [-0.27174, -0.75579, 0.48095], [2.36610, 1.04682, 2.00366], [1.12178, -0.33267, 2.11542], [0.79419, 1.31591, 2.55721], [-0.33330, 0.08718, -1.83639], [1.18956, 2.51122, -0.11815]],
  "forces_ev_per_a": [[-0.65, -1.00, -0.02], [0.46, -0.46, -0.28], [-0.58, 1.01, 1.03], [-2.99, -1.71, -2.13], [-0.37, 0.21, -0.47], [0.03, 0.44, 0.89], [0.63, 0.44, -0.28], [0.11, -0.32, -0.35], [2.46, 0.06, 0.38], [1.00, 0.40, 0.52], [-0.72, 0.87, 0.85], [0.20, 0.19, 0.31], [0.42, -0.14, -0.45]],
  "nbo_charge": [-0.765, -0.401, -0.023, -0.626, 0.218, 0.241, 0.217, 0.219, 0.226, 0.215, 0.218, 0.287, -0.026]
}



(5)
{
  "formula": "C6H6",
  "method": "the ωB97M-V functional and the def2-TZVPD basis",
  "smiles": "C#CCC#CC",
  "e_homo_ev": -8.9,
  "elements": ["C", "C", "C", "C", "C", "C", "H", "H", "H", "H", "H", "H"],
  "xyz": [[-1.99041, 0.87984, 0.12897], [-0.89507, -0.01403, -0.18360], [-0.16085, -0.92460, -0.47740], [1.19372, -1.46879, -0.66562], [1.96603, -0.23932, -0.39738], [2.03841, 0.91909, -0.07890], [-2.05519, 1.10659, 1.19782], [-1.99151, 1.81934, -0.43529], [-2.85108, 0.28354, -0.16716], [1.35203, -1.87424, -1.67098], [1.41515, -2.26090, 0.05834], [2.06278, 1.94361, 0.20337]],
  "forces_ev_per_a": [[-0.29, -0.07, 0.00], [-0.25, -0.88, -0.23], [-0.29, 0.37, 0.14], [0.07, 0.02, 0.01], [0.04, 0.60, 0.19], [0.82, -0.36, -0.16], [0.03, -0.07, -0.17], [0.14, -0.26, 0.04], [-0.55, 0.40, 0.15], [0.02, 0.11, 0.18], [0.02, 0.12, -0.14], [0.24, 0.01, -0.02]],
  "nbo_charge": [-0.692, 0.046, -0.043, -0.528, -0.002, -0.226, 0.234, 0.234, 0.246, 0.249, 0.250, 0.231]
}



(6)
{
  "formula": "C4H8OS",
  "method": "the ωB97M-V functional and the def2-TZVPD basis",
  "e_homo_ev": [-8.6, -8.6],
  "elements": ["C", "C", "C", "C", "O", "S", "H", "H", "H", "H", "H", "H", "H", "H"],
  "xyz": [[0.10984, -0.66813, -0.82920], [-0.55501, -0.68327, -2.15348], [-0.21855, 0.71563, 1.91562], [0.29160, 1.15763, 0.61027], [1.63654, -1.78943, 0.99084], [0.98783, -1.99549, -0.32318], [-1.24469, 0.18625, -2.22129], [-1.11920, -1.54096, -2.47508], [0.25542, -0.49686, -2.91733], [-0.75067, 1.52871, 2.43883], [0.53467, 0.26909, 2.55112], [-0.94181, -0.03932, 1.80828], [-0.30700, 1.89012, 0.05623], [1.32102, 1.46601, 0.54837]],
  "forces_ev_per_a": [[1.82, -0.14, 2.72], [0.59, 2.11, -1.11], [0.06, 0.42, 0.84], [-0.48, -1.34, -2.56], [0.13, -0.13, -0.11], [-1.44, 2.26, -0.16], [0.37, -0.51, -0.03], [-0.06, -0.67, 0.32], [-0.92, -0.12, 0.48], [0.41, -0.03, -0.13], [0.32, 0.19, 0.06], [-1.11, -0.98, -0.28], [-0.13, -0.57, 0.07], [0.43, -0.49, -0.12]],
  "nbo_charge": [-0.316, -0.729, -0.689, -0.172, -0.944, 1.059, 0.231, 0.236, 0.235, 0.222, 0.240, 0.236, 0.190, 0.201]
}